[1]
Density functional theory data (ωB97M-V with the def2-TZVPD basis set) for a single C6H10O molecule.

Kohn-Sham gap = 0.3239 hartree
energy relative to the best compared isomer or geometry (same formula, charge and spin) = 338.7 kJ/mol
electronic energy = -8427.7295 eV
2S+1 = 1
maximum force = 0.5 eV Å⁻¹
LUMO level = 0.6 eV

Cartesian coordinates (Å):
C (-1.290, -0.172, 0.312)
C (-0.641, -1.466, -0.201)
O (0.660, -1.280, -0.714)
C (1.598, -0.737, 0.208)
C (1.620, 0.686, 0.582)
C (0.556, 1.547, 0.071)
C (-0.796, 1.048, -0.475)
H (-1.069, -0.027, 1.378)
H (-2.379, -0.274, 0.236)
H (-0.640, -2.234, 0.593)
H (-1.217, -1.864, -1.044)
H (1.559, -1.265, 1.186)
H (2.587, -0.987, -0.199)
H (1.251, 1.946, -0.700)
H (0.436, 2.423, 0.703)
H (-0.710, 0.792, -1.536)
H (-1.525, 1.863, -0.400)

[2]
Density functional theory data (ωB97M-V with the def2-TZVPD basis set) for 15 unconnected molecules or ions with the total composition C30H90O15 at a distorted geometry.

Kohn-Sham gap = 0.3656 hartree
energy relative to the best compared isomer or geometry (same formula, charge and spin) = 191.2 kJ/mol
electronic energy = -63281.3256 eV
2S+1 = 1
maximum force = 4.1 eV Å⁻¹
LUMO level = 0.3 eV

Cartesian coordinates (Å):
C (0.091, 3.078, 3.927)
C (1.094, 3.894, 3.207)
C (2.380, 3.201, 2.735)
O (0.512, 4.393, 1.947)
H (-0.840, 3.708, 4.107)
H (0.428, 2.719, 4.901)
H (-0.199, 2.236, 3.301)
H (1.398, 4.691, 3.816)
H (3.109, 2.913, 3.461)
H (2.919, 3.881, 2.088)
H (2.130, 2.278, 2.161)
H (-0.226, 4.972, 2.101)
C (-1.357, -2.696, -3.909)
C (-0.812, -3.865, -3.121)
C (-0.489, -5.120, -3.885)
O (0.300, -3.373, -2.327)
H (-0.578, -2.413, -4.624)
H (-1.564, -1.934, -3.145)
H (-2.221, -2.866, -4.534)
H (-1.604, -4.177, -2.425)
H (-1.518, -5.553, -4.159)
H (0.015, -5.806, -3.195)
H (0.008, -4.989, -4.838)
H (1.047, -3.184, -2.938)
C (-3.886, -1.529, 3.288)
C (-4.981, -2.602, 3.571)
C (-6.260, -2.357, 2.838)
O (-4.420, -3.852, 3.210)
H (-4.185, -0.547, 3.588)
H (-3.625, -1.389, 2.233)
H (-2.912, -1.723, 3.779)
H (-5.110, -2.589, 4.646)
H (-6.930, -3.118, 3.034)
H (-6.080, -2.119, 1.770)
H (-6.595, -1.375, 3.215)
H (-3.488, -3.743, 3.289)
C (-2.300, 5.971, 0.011)
C (-2.719, 5.194, -1.221)
C (-2.155, 5.556, -2.568)
O (-2.425, 3.802, -0.855)
H (-2.806, 5.540, 0.856)
H (-2.658, 7.017, -0.261)
H (-1.229, 5.956, 0.200)
H (-3.843, 5.230, -1.366)
H (-2.306, 6.618, -2.790)
H (-2.652, 5.073, -3.359)
H (-1.089, 5.268, -2.641)
H (-2.378, 3.306, -1.736)
C (6.731, -0.533, -0.628)
C (6.155, -1.888, -0.306)
C (6.333, -2.346, 1.131)
O (4.732, -1.966, -0.548)
H (6.701, -0.312, -1.692)
H (7.745, -0.526, -0.269)
H (6.157, 0.303, -0.128)
H (6.632, -2.603, -0.895)
H (5.882, -1.693, 1.849)
H (7.372, -2.474, 1.379)
H (5.826, -3.353, 1.113)
H (4.299, -1.146, -0.119)
C (3.279, 3.761, -1.769)
C (2.836, 5.086, -2.301)
C (3.537, 5.503, -3.610)
O (1.441, 5.030, -2.703)
H (2.780, 3.635, -0.829)
H (4.308, 3.802, -1.450)
H (3.231, 2.972, -2.528)
H (2.955, 5.873, -1.623)
H (3.595, 4.765, -4.406)
H (4.552, 5.811, -3.249)
H (3.043, 6.385, -4.111)
H (0.955, 4.448, -2.139)
C (1.203, -4.328, 1.981)
C (-0.205, -3.712, 1.713)
C (-0.813, -4.241, 0.436)
O (-1.028, -4.040, 2.846)
H (1.083, -5.397, 2.059)
H (1.643, -4.091, 2.967)
H (1.949, -4.130, 1.279)
H (-0.089, -2.619, 1.791)
H (-1.037, -5.302, 0.497)
H (-0.057, -4.151, -0.325)
H (-1.687, -3.696, 0.200)
H (-1.101, -4.969, 2.860)
C (1.617, -0.710, -0.103)
C (0.193, -0.350, -0.551)
C (-0.635, -0.069, 0.714)
O (0.143, 0.880, -1.396)
H (2.393, -0.572, -0.831)
H (1.710, -1.765, 0.166)
H (1.942, -0.177, 0.783)
H (-0.227, -1.219, -1.108)
H (-0.434, -0.739, 1.565)
H (-1.705, 0.013, 0.532)
H (-0.218, 0.873, 1.098)
H (0.358, 1.712, -0.866)
C (2.019, -0.638, 3.884)
C (3.436, -1.077, 3.360)
C (4.212, -1.666, 4.542)
O (3.206, -1.970, 2.317)
H (1.480, -0.241, 3.065)
H (2.108, -0.003, 4.775)
H (1.473, -1.527, 4.254)
H (4.031, -0.247, 2.996)
H (4.733, -0.928, 5.154)
H (4.979, -2.335, 4.113)
H (3.620, -2.280, 5.274)
H (4.041, -2.477, 2.191)
C (-6.836, -2.583, -1.394)
C (-5.672, -1.648, -1.210)
C (-4.741, -1.713, -2.362)
O (-6.297, -0.414, -0.898)
H (-7.331, -2.472, -2.379)
H (-7.588, -2.358, -0.682)
H (-6.503, -3.578, -1.292)
H (-5.150, -1.987, -0.294)
H (-4.440, -2.745, -2.621)
H (-3.873, -1.105, -2.236)
H (-5.208, -1.244, -3.269)
H (-5.663, 0.299, -0.842)
O (0.251, 3.487, -0.698)
H (-0.722, 3.618, -0.764)
H (0.461, 3.831, 0.183)
O (1.708, 0.286, -3.479)
H (1.384, 0.635, -4.330)
H (1.159, 0.672, -2.742)
O (3.182, -2.349, -3.105)
H (3.753, -2.327, -2.339)
H (2.717, -1.450, -3.131)
O (-3.987, 1.478, -0.999)
H (-3.495, 1.908, -0.298)
H (-4.272, 2.238, -1.566)
O (-1.716, 2.224, -3.055)
H (-1.089, 1.704, -2.530)
H (-2.430, 1.661, -3.443)

[3]
Density functional theory data (ωB97M-V with the def2-TZVPD basis set) for a single C3H5BrS molecule at a distorted geometry.

Kohn-Sham gap (spin up / spin down) = 0.3152 / 0.2331 hartree
energy relative to the best compared isomer or geometry (same formula, charge and spin) = 314.9 kJ/mol
electronic energy = -84066.0139 eV
2S+1 = 1
maximum force = 4.0 eV Å⁻¹
LUMO level (spin up / spin down) = -0.8 / -2.2 eV

Cartesian coordinates (Å):
C (0.170, 0.312, -0.257)
C (1.218, -0.405, 0.618)
C (-1.236, -0.288, -0.193)
S (-0.035, 2.214, 0.125)
Br (2.965, -0.409, -0.006)
H (0.402, 0.160, -1.369)
H (0.989, -0.308, 1.648)
H (-1.318, -0.581, 0.762)
H (-1.186, -1.101, -0.939)
H (-1.969, 0.408, -0.390)

[4]
Density functional theory data (ωB97M-V with the def2-TZVPD basis set) for a molecular structure, C19H37N10O2PtS2.

Kohn-Sham gap = 0.2892 hartree
energy relative to the best compared isomer or geometry (same formula, charge and spin) = 0.0 kJ/mol
electronic energy = -64214.9958 eV
2S+1 = 1
total charge = +1
maximum force = 0.6 eV Å⁻¹
LUMO level = -1.9 eV

Cartesian coordinates (Å):
Pt (0.053, 0.150, -0.258)
C (0.191, 2.943, 1.513)
N (0.553, 2.028, 2.579)
C (0.576, 2.646, 3.901)
C (0.692, 1.464, 4.853)
N (0.367, 0.326, 4.007)
C (0.904, -0.960, 4.429)
C (0.182, 0.699, 2.699)
N (-0.224, -0.094, 1.756)
C (-0.887, -1.346, 2.187)
C (-2.077, -1.694, 1.309)
N (-1.575, -2.085, 0.017)
C (-2.283, -2.544, -0.948)
N (-1.681, -3.032, -2.074)
C (-0.261, -2.944, -2.297)
C (-2.631, -3.236, -3.143)
C (-3.933, -3.375, -2.361)
N (-3.651, -2.612, -1.155)
C (-4.659, -2.572, -0.123)
H (0.881, 3.788, 1.549)
H (-0.831, 3.317, 1.625)
H (0.298, 2.449, 0.547)
H (-0.345, 3.216, 4.061)
H (1.416, 3.336, 3.982)
H (0.011, 1.537, 5.701)
H (1.709, 1.360, 5.243)
H (1.776, -0.775, 5.058)
H (1.230, -1.542, 3.572)
H (0.182, -1.540, 5.004)
H (-1.239, -1.223, 3.211)
H (-0.185, -2.180, 2.138)
H (-2.744, -0.820, 1.294)
H (-2.619, -2.501, 1.815)
H (0.260, -3.168, -1.368)
H (0.050, -1.951, -2.636)
H (0.021, -3.682, -3.048)
H (-2.386, -4.129, -3.718)
H (-2.669, -2.379, -3.827)
H (-4.150, -4.426, -2.130)
H (-4.790, -2.953, -2.888)
H (-5.633, -2.492, -0.605)
H (-4.538, -1.700, 0.512)
H (-4.669, -3.473, 0.501)
N (-3.086, 3.097, -1.877)
C (-1.936, 2.536, -1.476)
N (-0.799, 3.128, -1.826)
S (-2.040, 1.140, -0.499)
H (-3.112, 3.988, -2.342)
H (-3.955, 2.664, -1.620)
H (-0.807, 3.881, -2.495)
H (0.103, 2.682, -1.649)
C (1.668, 0.869, -4.139)
C (1.318, 1.094, -2.690)
O (1.831, 2.001, -2.026)
O (0.433, 0.264, -2.250)
H (2.199, 1.728, -4.540)
H (0.769, 0.664, -4.717)
H (2.304, -0.014, -4.216)
C (4.758, -0.490, -1.660)
N (4.360, 0.406, -0.584)
C (5.042, 1.540, -0.184)
C (4.306, 2.122, 0.783)
N (3.198, 1.324, 0.968)
C (3.217, 0.292, 0.112)
S (2.080, -0.985, -0.086)
H (5.740, -0.186, -2.013)
H (4.037, -0.426, -2.475)
H (4.801, -1.515, -1.301)
H (5.980, 1.822, -0.623)
H (4.477, 3.014, 1.354)
H (2.420, 1.527, 1.588)

Please write out number 3 again, unchanged.
Density functional theory data (ωB97M-V with the def2-TZVPD basis set) for a single C3H5BrS molecule at a distorted geometry.

Kohn-Sham gap (spin up / spin down) = 0.3152 / 0.2331 hartree
energy relative to the best compared isomer or geometry (same formula, charge and spin) = 314.9 kJ/mol
electronic energy = -84066.0139 eV
2S+1 = 1
maximum force = 4.0 eV Å⁻¹
LUMO level (spin up / spin down) = -0.8 / -2.2 eV

Cartesian coordinates (Å):
C (0.170, 0.312, -0.257)
C (1.218, -0.405, 0.618)
C (-1.236, -0.288, -0.193)
S (-0.035, 2.214, 0.125)
Br (2.965, -0.409, -0.006)
H (0.402, 0.160, -1.369)
H (0.989, -0.308, 1.648)
H (-1.318, -0.581, 0.762)
H (-1.186, -1.101, -0.939)
H (-1.969, 0.408, -0.390)

Copy entry 4 word for word.
Density functional theory data (ωB97M-V with the def2-TZVPD basis set) for a molecular structure, C19H37N10O2PtS2.

Kohn-Sham gap = 0.2892 hartree
energy relative to the best compared isomer or geometry (same formula, charge and spin) = 0.0 kJ/mol
electronic energy = -64214.9958 eV
2S+1 = 1
total charge = +1
maximum force = 0.6 eV Å⁻¹
LUMO level = -1.9 eV

Cartesian coordinates (Å):
Pt (0.053, 0.150, -0.258)
C (0.191, 2.943, 1.513)
N (0.553, 2.028, 2.579)
C (0.576, 2.646, 3.901)
C (0.692, 1.464, 4.853)
N (0.367, 0.326, 4.007)
C (0.904, -0.960, 4.429)
C (0.182, 0.699, 2.699)
N (-0.224, -0.094, 1.756)
C (-0.887, -1.346, 2.187)
C (-2.077, -1.694, 1.309)
N (-1.575, -2.085, 0.017)
C (-2.283, -2.544, -0.948)
N (-1.681, -3.032, -2.074)
C (-0.261, -2.944, -2.297)
C (-2.631, -3.236, -3.143)
C (-3.933, -3.375, -2.361)
N (-3.651, -2.612, -1.155)
C (-4.659, -2.572, -0.123)
H (0.881, 3.788, 1.549)
H (-0.831, 3.317, 1.625)
H (0.298, 2.449, 0.547)
H (-0.345, 3.216, 4.061)
H (1.416, 3.336, 3.982)
H (0.011, 1.537, 5.701)
H (1.709, 1.360, 5.243)
H (1.776, -0.775, 5.058)
H (1.230, -1.542, 3.572)
H (0.182, -1.540, 5.004)
H (-1.239, -1.223, 3.211)
H (-0.185, -2.180, 2.138)
H (-2.744, -0.820, 1.294)
H (-2.619, -2.501, 1.815)
H (0.260, -3.168, -1.368)
H (0.050, -1.951, -2.636)
H (0.021, -3.682, -3.048)
H (-2.386, -4.129, -3.718)
H (-2.669, -2.379, -3.827)
H (-4.150, -4.426, -2.130)
H (-4.790, -2.953, -2.888)
H (-5.633, -2.492, -0.605)
H (-4.538, -1.700, 0.512)
H (-4.669, -3.473, 0.501)
N (-3.086, 3.097, -1.877)
C (-1.936, 2.536, -1.476)
N (-0.799, 3.128, -1.826)
S (-2.040, 1.140, -0.499)
H (-3.112, 3.988, -2.342)
H (-3.955, 2.664, -1.620)
H (-0.807, 3.881, -2.495)
H (0.103, 2.682, -1.649)
C (1.668, 0.869, -4.139)
C (1.318, 1.094, -2.690)
O (1.831, 2.001, -2.026)
O (0.433, 0.264, -2.250)
H (2.199, 1.728, -4.540)
H (0.769, 0.664, -4.717)
H (2.304, -0.014, -4.216)
C (4.758, -0.490, -1.660)
N (4.360, 0.406, -0.584)
C (5.042, 1.540, -0.184)
C (4.306, 2.122, 0.783)
N (3.198, 1.324, 0.968)
C (3.217, 0.292, 0.112)
S (2.080, -0.985, -0.086)
H (5.740, -0.186, -2.013)
H (4.037, -0.426, -2.475)
H (4.801, -1.515, -1.301)
H (5.980, 1.822, -0.623)
H (4.477, 3.014, 1.354)
H (2.420, 1.527, 1.588)